[1]
C17H23N3O2S in the gas phase, computed with the ωB97M-V functional and the def2-TZVPD basis.

Structure (XYZ):
```
46
Properties=species:S:1:pos:R:3:forces:R:3
C -3.428 -1.084 2.858 0.3 0.1 -0.1
C -2.361 -0.464 1.957 -0.1 -0.4 0.2
N -2.918 0.481 1.011 0.0 0.2 0.0
C -2.948 1.873 1.439 0.0 0.4 -0.1
C -1.605 2.574 1.257 -0.2 -0.1 0.0
C -3.447 0.175 -0.192 -0.1 -0.4 0.3
O -3.852 1.038 -0.955 -0.1 0.2 -0.5
C -3.493 -1.286 -0.626 0.0 0.2 -0.2
C -2.543 -1.468 -1.824 -0.2 0.1 0.1
C -1.184 -0.970 -1.448 0.2 -0.2 -0.1
N -0.356 -1.767 -0.857 -0.4 -0.6 -0.1
C 0.828 -1.233 -0.491 0.4 0.6 0.0
S 2.058 -2.149 0.307 0.0 0.5 -0.2
C 3.091 -0.740 0.365 -0.3 -0.1 -0.2
C 2.519 0.357 -0.195 0.2 -0.1 0.2
C 1.212 0.087 -0.690 -0.2 -0.6 0.1
C 0.287 0.984 -1.341 0.0 -0.2 0.1
O 0.437 2.163 -1.586 0.0 0.3 -0.1
N -0.905 0.337 -1.692 -0.1 0.1 -0.1
C 3.208 1.681 -0.256 0.2 0.1 -0.1
C 4.707 1.513 -0.019 -0.1 0.1 0.2
C 4.957 0.636 1.207 0.1 -0.1 -0.2
C 4.459 -0.788 0.953 0.2 0.0 0.1
H -4.162 -1.632 2.273 -0.1 -0.1 -0.1
H -3.949 -0.310 3.416 -0.1 0.1 0.1
H -2.964 -1.767 3.564 0.0 -0.1 0.1
H -1.805 -1.243 1.430 0.0 0.1 0.1
H -1.642 0.079 2.575 0.0 -0.1 -0.1
H -3.249 1.901 2.490 0.0 0.0 0.0
H -3.706 2.379 0.838 0.1 -0.1 0.2
H -1.343 2.639 0.205 0.0 0.0 -0.1
H -0.809 2.045 1.778 0.1 0.0 0.1
H -1.666 3.583 1.656 0.1 0.1 0.1
H -4.513 -1.494 -0.953 0.0 0.0 0.1
H -3.227 -1.982 0.162 0.0 0.0 0.0
H -2.480 -2.524 -2.084 0.1 0.1 0.0
H -2.924 -0.900 -2.674 0.0 -0.1 0.0
H -1.622 0.926 -2.106 0.1 0.0 0.1
H 3.009 2.149 -1.221 0.0 0.1 0.1
H 2.777 2.336 0.507 0.0 0.1 -0.1
H 5.169 2.491 0.119 0.0 0.0 -0.1
H 5.164 1.045 -0.893 0.1 0.0 -0.1
H 6.021 0.613 1.446 0.0 0.0 0.1
H 4.427 1.059 2.063 0.0 0.0 0.1
H 4.453 -1.366 1.880 0.1 0.0 0.0
H 5.133 -1.299 0.257 0.0 0.0 0.1
```
Forces are in eV/Å.

Summary:
- Relative energy (zero: lowest compared OMol25 entry of this formula, charge and spin): 0.0 kcal/mol
- Spin multiplicity: 1
- SMILES: CCN(CC)C(=O)CCc1nc2sc3c(c2c(=O)[nH]1)CCCC3
- E_HOMO: -8.1 eV
- Strongest force on any atom: 0.742 eV Å⁻¹
- Lowest unoccupied orbital energy: 0.6 eV
- Kohn-Sham gap: 8.7 eV

=====

[2]
C17H23N9O3 in the gas phase at a distorted geometry, computed with the ωB97M-V functional and the def2-TZVPD basis.

Structure (XYZ):
```
52
Properties=species:S:1:pos:R:3:forces:R:3
C 0.664 -4.703 0.591 -0.1 0.2 -0.2
C 0.146 -3.391 0.017 -0.1 -0.1 0.3
C -1.059 -2.880 0.806 0.3 -0.1 -0.2
N -1.533 -1.612 0.280 -0.1 0.0 0.2
C -2.375 -1.730 -0.895 -0.1 0.3 -0.2
C -2.054 -0.683 -1.968 0.1 -0.2 0.0
C -0.592 -0.733 -2.388 -0.2 0.1 0.0
C -2.044 -0.686 1.269 -0.2 -0.4 0.1
C -1.689 0.703 0.881 0.6 0.5 -0.1
C -0.446 1.288 0.676 -1.0 -0.4 0.2
C 0.897 0.708 0.881 0.4 0.1 0.0
O 1.099 -0.361 1.408 -0.1 -0.1 0.1
N 1.868 1.549 0.409 -0.5 0.9 -0.5
N 3.170 1.252 0.487 0.7 -0.6 0.3
C 4.027 2.087 0.060 -0.7 0.4 -0.2
C 5.431 1.796 0.129 1.0 0.3 -0.2
C 6.047 0.614 0.642 0.5 0.1 -0.1
C 7.382 0.800 0.497 -0.6 -0.6 0.3
O 7.644 1.998 -0.062 0.5 0.2 -0.1
C 6.468 2.596 -0.283 -1.1 -0.2 0.1
N -0.640 2.565 0.264 0.4 -0.1 0.0
N -1.884 2.808 0.203 -0.6 0.8 -0.3
N -2.562 1.700 0.570 1.4 -0.8 0.4
C -3.938 1.720 0.566 -2.0 0.4 -0.2
N -4.728 0.775 0.994 0.9 0.1 0.0
O -5.977 1.206 0.808 -0.1 -0.3 0.1
N -6.008 2.443 0.258 0.4 1.0 -0.4
C -4.762 2.812 0.084 -0.2 -1.3 0.5
N -4.331 3.947 -0.480 0.0 0.6 -0.3
H 0.974 -4.568 1.625 0.1 0.0 0.1
H 1.520 -5.056 0.021 0.1 -0.1 0.0
H -0.109 -5.468 0.561 0.0 -0.1 0.0
H 0.924 -2.629 0.070 0.0 0.1 -0.1
H -0.123 -3.532 -1.030 0.0 0.1 -0.1
H -1.858 -3.640 0.811 0.0 0.0 0.1
H -0.735 -2.726 1.835 0.0 0.0 0.0
H -2.213 -2.717 -1.333 0.0 0.0 0.0
H -3.443 -1.653 -0.626 0.1 -0.1 0.0
H -2.698 -0.869 -2.831 -0.1 0.1 0.0
H -2.292 0.316 -1.602 -0.1 0.1 0.0
H -0.361 0.080 -3.073 0.1 0.0 -0.1
H 0.046 -0.651 -1.512 0.1 0.0 0.0
H -0.370 -1.674 -2.884 0.1 -0.1 -0.1
H -1.549 -0.887 2.222 -0.1 0.0 -0.1
H -3.135 -0.760 1.405 0.3 -0.1 0.1
H 1.564 2.444 0.014 0.1 -0.3 0.1
H 3.738 3.055 -0.372 -0.1 -0.1 0.0
H 5.532 -0.229 1.051 -0.1 -0.3 0.1
H 8.224 0.183 0.742 0.2 0.0 0.0
H 6.483 3.571 -0.730 0.1 0.1 -0.1
H -4.995 4.679 -0.654 0.0 0.0 0.0
H -3.343 4.145 -0.410 -0.2 0.1 0.0
```
Forces are in eV/Å.

Summary:
- Relative energy (zero: lowest compared OMol25 entry of this formula, charge and spin): 101.3 kcal/mol
- Spin multiplicity: 1
- SMILES: CCCN(CCC)Cc1c(C(=O)N/N=C/c2ccoc2)nnn1-c1nonc1N
- E_HOMO: -8.4 eV
- Strongest force on any atom: 2.026 eV Å⁻¹
- Lowest unoccupied orbital energy: 0.0 eV
- Kohn-Sham gap: 8.4 eV